No. 1
# C35H41ClLaN3O2S3

C35H41ClLaN3O2S3 as an isolated structure (ωB97M-V/def2-TZVPD, the OMol25 dataset).

CARTESIAN COORDINATES (ANGSTROEM)
1 La -0.41 0.71 -0.12
2 Cl 5.74 2.64 -2.96
3 S 1.30 -2.10 1.25
4 S -0.84 -3.78 -0.61
5 S 2.98 -3.81 -1.13
6 O 1.03 0.23 4.18
7 O -1.83 0.35 4.25
8 N -0.43 0.57 2.40
9 N 1.69 1.78 1.10
10 N -2.38 -0.71 0.93
11 C -2.56 -0.62 2.24
12 C -2.83 2.43 0.30
13 C 4.31 1.68 -2.75
14 C -3.54 2.51 1.61
15 C 3.10 -0.02 -1.58
16 C -0.24 -4.42 0.97
17 C 0.72 -0.55 -2.12
18 C -1.33 2.88 -1.39
19 C 1.96 0.15 -2.39
20 C -1.66 3.17 -0.04
21 C 1.66 -4.97 -1.55
22 C -0.25 3.54 -2.19
23 C -3.23 1.72 -0.85
24 C 0.15 -3.29 1.93
25 C -3.19 -1.47 0.19
26 C 3.73 2.95 2.52
27 C 2.80 2.15 3.17
28 C -0.94 4.10 0.89
29 C 0.73 0.72 3.12
30 C 3.22 1.86 -3.60
31 C -2.39 1.48 -3.30
32 C -1.55 0.16 3.08
33 C 3.25 -4.05 0.64
34 C -4.43 -2.10 2.12
35 C 2.08 1.10 -3.43
36 C 2.59 2.55 0.48
37 C 3.62 3.16 1.16
38 C 0.29 -4.39 -1.91
39 C -2.30 1.96 -1.89
40 C -4.52 0.99 -1.01
41 C 1.78 1.59 2.42
42 C -3.60 -1.28 2.88
43 C 4.25 0.72 -1.75
44 C -4.22 -2.20 0.76
45 C 2.92 -2.82 1.50
46 H -4.86 0.53 -0.08
47 H -4.84 -2.83 0.13
48 H 3.28 2.59 -4.40
49 H -1.45 5.06 1.00
50 H 2.84 1.94 4.22
51 H 3.63 -2.02 1.28
52 H 0.88 -1.53 -1.67
53 H -4.14 3.43 1.69
54 H 0.19 2.87 -2.94
55 H 0.07 -0.64 -3.00
56 H 3.07 -3.07 2.56
57 H 1.25 1.24 -4.11
58 H -3.06 2.10 -3.90
59 H -0.82 3.69 1.89
60 H -0.23 -5.16 -2.48
61 H 0.52 -3.68 2.88
62 H 2.68 -4.92 0.99
63 H -2.75 0.45 -3.37
64 H 5.11 0.56 -1.11
65 H -3.00 -1.50 -0.87
66 H -0.74 -2.71 2.17
67 H 0.06 4.34 0.52
68 H 0.59 -5.10 0.82
69 H -3.71 -1.16 3.95
70 H 2.48 2.65 -0.60
71 H 1.59 -5.75 -0.79
72 H -4.47 0.20 -1.77
73 H 4.30 -4.30 0.79
74 H 0.57 3.89 -1.57
75 H 2.01 -5.49 -2.44
76 H -0.61 4.41 -2.74
77 H 0.45 -3.54 -2.57
78 H 3.07 -0.77 -0.79
79 H -5.24 -2.64 2.60
80 H 4.33 3.78 0.62
81 H -5.32 1.67 -1.33
82 H -1.41 1.50 -3.79
83 H 4.53 3.42 3.08
84 H -1.03 -5.01 1.43
85 H -4.22 1.68 1.76
86 H -2.85 2.52 2.45

Summary:
Relative energy (zero: lowest compared OMol25 entry of this formula, charge and spin): 0.000 eV

---

No. 2
# C35H41F8IN3NbO26P

C35H41F8IN3NbO26P as an isolated structure in a non-equilibrium geometry (ωB97M-V/def2-TZVPD, the OMol25 dataset).

CARTESIAN COORDINATES (ANGSTROEM)
1 I -5.13 -1.82 -3.79
2 Nb -2.30 -1.30 -0.62
3 P -2.30 -2.72 1.58
4 F 3.70 1.82 -1.30
5 F 6.08 2.07 2.00
6 F 4.87 -3.74 5.05
7 F -9.40 2.45 -8.81
8 F -1.06 -1.00 10.29
9 F -0.01 3.82 -4.41
10 F -1.66 -1.75 6.01
11 F -4.66 3.31 -5.01
12 O -4.96 -3.95 -1.81
13 O 1.99 -1.59 3.49
14 O -2.63 -0.50 -6.04
15 O 6.25 -3.83 1.91
16 O 1.19 -3.52 10.95
17 O -5.39 4.18 -8.05
18 O -1.70 0.49 0.42
19 O 7.48 4.12 -0.92
20 O 3.01 1.01 -6.05
21 O 0.13 -2.59 9.21
22 O 8.33 3.57 5.53
23 O 7.16 3.21 3.63
24 O 5.43 3.17 -0.78
25 O 2.33 1.33 -3.93
26 O 6.31 -2.58 3.76
27 O -6.23 3.23 -9.90
28 O -3.69 1.28 -5.14
29 O 8.32 1.54 4.56
30 O 1.65 -0.86 5.60
31 O 1.31 2.43 -5.60
32 O 7.74 -2.14 2.06
33 O -7.55 3.54 -8.13
34 O 1.73 -4.14 8.85
35 O 6.57 3.09 -2.71
36 O -2.55 1.51 -7.05
37 O 0.04 -1.99 4.53
38 N -1.03 2.15 -1.23
39 N -2.41 -4.29 1.17
40 N 0.64 -1.21 0.43
41 C -4.83 0.52 -0.55
42 C -4.25 -3.15 -2.33
43 C -2.81 -3.00 -1.98
44 C 0.35 -2.49 11.48
45 C 2.29 1.53 -5.27
46 C -3.21 2.76 -6.81
47 C 5.08 -3.29 3.79
48 C -4.45 -0.78 -0.19
49 C 4.50 2.80 -1.78
50 C 0.49 -0.83 6.44
51 C 1.30 -1.49 4.45
52 C -7.05 0.19 0.26
53 C 7.26 2.19 2.64
54 C 1.09 -3.49 9.60
55 C -0.32 -1.98 5.90
56 C -8.41 3.27 -9.22
57 C -0.08 -1.88 -0.66
58 C -0.64 -2.29 10.36
59 C 6.58 3.52 -1.42
60 C -6.11 1.03 -0.34
61 C 0.47 2.55 -4.46
62 C -2.93 0.64 -6.08
63 C 6.86 -2.79 2.53
64 C -5.44 -1.59 0.40
65 C -1.37 1.40 -0.41
66 C 5.34 -4.43 2.84
67 C 5.39 2.29 -2.89
68 C -6.72 -1.11 0.61
69 C 1.75 -0.38 0.01
70 C -6.30 3.70 -8.63
71 C -7.48 2.60 -10.20
72 C 7.97 2.84 4.66
73 C 7.59 0.97 3.46
74 C -3.51 2.67 -5.33
75 C 1.42 2.26 -3.33
76 H -8.05 0.58 0.45
77 H -7.47 -1.76 1.05
78 H 0.90 -1.85 1.17
79 H -7.41 1.53 -10.02
80 H -1.09 -2.50 2.30
81 H 4.27 -2.62 3.50
82 H -4.13 2.81 -7.41
83 H 0.92 1.82 -2.47
84 H -7.76 2.76 -11.24
85 H 0.34 -1.70 -1.66
86 H -0.02 0.12 6.32
87 H 1.40 0.64 -0.20
88 H 3.90 3.67 -2.05
89 H -2.57 3.60 -7.07
90 H -6.34 2.05 -0.61
91 H 4.44 -4.77 2.34
92 H -0.11 -2.81 12.41
93 H 2.26 -0.75 -0.90
94 H -3.43 -2.39 2.38
95 H -2.16 -0.25 -2.09
96 H -3.25 -4.68 1.57
97 H 0.00 -2.97 -0.49
98 H 8.03 2.47 1.91
99 H 6.69 0.48 3.84
100 H -2.25 -2.82 -2.91
101 H 2.45 -0.28 0.84
102 H -2.71 3.03 -4.68
103 H -2.46 -3.96 -1.58
104 H 5.64 1.24 -2.75
105 H 1.96 3.15 -3.01
106 H 5.83 -5.27 3.33
107 H 0.76 -0.96 7.48
108 H -4.10 1.19 -1.01
109 H -0.09 -2.95 6.34
110 H 4.97 2.43 -3.88
111 H 8.18 0.24 2.93
112 H 0.95 -1.60 11.66
113 H -0.36 1.86 -4.55
114 H -8.85 4.21 -9.58
115 H -5.17 -2.61 0.67
116 H -1.51 -2.95 10.40

Summary:
Total charge: -1
Electronic energy: -4973.7347 a.u.

---

No. 3
# C35H41N2O3PdSe3Te

C35H41N2O3PdSe3Te as an isolated structure in a non-equilibrium geometry (ωB97M-V/def2-TZVPD, the OMol25 dataset).

CARTESIAN COORDINATES (ANGSTROEM)
1 Te 0.78 0.90 -1.06
2 Pd 0.27 -2.29 1.67
3 Se 2.65 -2.62 1.00
4 Se 0.56 -3.78 3.55
5 Se -1.88 -3.74 1.26
6 O 5.79 -3.05 4.59
7 O 0.04 -0.38 3.25
8 O 3.58 -5.49 4.58
9 N 0.36 -0.17 1.03
10 N -5.64 -0.88 0.86
11 C 0.84 1.57 -4.17
12 C 0.94 2.38 -5.30
13 C -2.19 0.72 -1.88
14 C -1.02 -0.02 -1.67
15 C 0.46 1.83 2.52
16 C -0.40 2.43 3.44
17 C 1.61 3.93 2.26
18 C 0.92 3.77 -5.22
19 C 0.71 3.56 -2.80
20 C -2.23 -2.04 -2.21
21 C 1.48 2.58 1.95
22 C -3.26 -1.19 1.16
23 C 0.73 4.54 3.15
24 C 1.03 4.63 -6.46
25 C 4.42 -2.72 4.92
26 C -4.66 -2.02 -2.85
27 C 0.89 0.07 -4.37
28 C 0.14 -2.30 -1.51
29 C -3.35 0.06 -2.28
30 C -4.66 -3.09 0.95
31 C -3.39 -1.31 -2.45
32 C 3.46 -3.13 3.82
33 C -3.36 -2.59 1.12
34 C -1.04 -1.43 -1.82
35 C -4.39 -0.41 1.02
36 C 0.57 4.32 -1.49
37 C -5.73 -2.22 0.83
38 C 0.81 4.34 -3.96
39 C 0.28 0.34 2.26
40 C 2.06 -2.85 4.35
41 C 3.71 -4.59 3.45
42 C -2.28 2.22 -1.67
43 C 3.73 -2.25 2.59
44 C 0.72 2.16 -2.89
45 C -0.27 3.78 3.74
46 H 0.80 5.42 -3.87
47 H 2.00 -3.08 5.42
48 H 2.98 -4.89 2.71
49 H -4.96 -2.74 -2.09
50 H 3.57 -1.20 2.87
51 H 4.71 -4.69 3.03
52 H -1.63 2.56 -0.87
53 H -1.16 1.81 3.90
54 H 0.09 -3.26 -2.04
55 H 1.33 5.11 -1.42
56 H 2.41 4.51 1.81
57 H -3.31 2.50 -1.42
58 H 2.18 2.11 1.28
59 H -2.25 -3.12 -2.29
60 H 1.13 -0.17 -5.41
61 H -4.53 -2.56 -3.80
62 H 4.22 -5.22 5.24
63 H 4.14 -3.21 5.86
64 H 0.12 5.23 -6.61
65 H 4.77 -2.37 2.29
66 H 1.03 1.91 -6.28
67 H -5.48 -1.31 -2.97
68 H -6.74 -2.62 0.70
69 H -0.96 4.24 4.45
70 H 6.36 -2.51 5.14
71 H -0.07 -0.40 -4.12
72 H -4.26 0.64 -2.43
73 H 4.32 -1.64 5.08
74 H -0.41 4.80 -1.43
75 H 1.81 -1.80 4.23
76 H -4.29 0.67 1.04
77 H 0.84 5.59 3.39
78 H 1.10 -1.82 -1.70
79 H -4.83 -4.16 0.93
80 H -1.99 2.77 -2.57
81 H 1.87 5.32 -6.39
82 H 1.63 -0.40 -3.73
83 H 0.67 3.68 -0.62
84 H 0.11 -2.53 -0.45
85 H -2.28 -0.73 1.27
86 H 1.17 4.01 -7.35

Summary:
<S²>: 0.8125
Relative energy (zero: lowest compared OMol25 entry of this formula, charge and spin): 0.974 eV
Total charge: -2
2S+1: 2

---

No. 4
# C35H41N5O2ReS

C35H41N5O2ReS as an isolated structure in a non-equilibrium geometry (ωB97M-V/def2-TZVPD, the OMol25 dataset).

CARTESIAN COORDINATES (ANGSTROEM)
1 Re -0.55 0.47 0.08
2 S 2.20 1.84 0.43
3 O -1.57 3.06 -2.09
4 O -1.54 2.04 -0.15
5 N 0.47 4.02 0.42
6 N 0.82 -3.52 -0.81
7 N -0.20 1.78 2.30
8 N -1.27 -2.78 -0.50
9 N 0.47 -1.19 -0.32
10 C 2.84 -5.44 -0.26
11 C 1.80 -3.00 -2.99
12 C 2.68 -0.57 -1.22
13 C 1.76 -2.20 2.11
14 C -3.52 -0.03 0.47
15 C -5.10 4.13 0.94
16 C -2.13 2.87 -1.04
17 C 1.66 4.51 -0.24
18 C 0.34 4.27 1.84
19 C 4.69 -1.27 -0.13
20 C 1.92 -1.13 -0.20
21 C -3.62 -2.71 -0.26
22 C -5.77 4.84 -0.05
23 C -3.39 3.53 -0.64
24 C -4.73 -0.69 0.43
25 C 2.54 -1.69 0.92
26 C -4.78 -2.03 0.06
27 C -4.06 4.25 -1.63
28 C -0.55 3.22 2.50
29 C -2.40 -2.02 -0.19
30 C 3.76 -4.17 -3.73
31 C -5.25 4.90 -1.33
32 C 0.02 -2.45 -0.58
33 C 1.86 -3.68 -1.78
34 C 2.76 -3.23 -3.96
35 C 2.34 1.77 2.25
36 C 2.83 -4.65 -1.54
37 C -3.68 -4.16 -0.66
38 C -3.92 3.47 0.65
39 C 4.05 -0.64 -1.19
40 C 3.93 -1.76 0.92
41 C 1.05 1.34 2.95
42 C 2.83 3.52 0.05
43 C 3.78 -4.87 -2.53
44 C -2.31 -0.66 0.15
45 H 1.78 -3.29 2.16
46 H 3.49 3.41 -0.80
47 H -0.95 1.26 2.75
48 H -1.57 3.36 2.12
49 H 4.56 -5.61 -2.36
50 H 5.76 -1.38 -0.12
51 H -5.73 -2.53 0.02
52 H -3.23 -4.81 0.09
53 H -1.49 -3.73 -0.73
54 H -0.36 4.26 -0.09
55 H -5.50 4.09 1.95
56 H 0.46 -4.40 -0.49
57 H -0.12 5.25 2.04
58 H 3.42 3.82 0.91
59 H -3.62 4.30 -2.61
60 H -6.70 5.34 0.19
61 H 4.63 -0.22 -2.01
62 H 2.88 -4.78 0.61
63 H -5.63 -0.16 0.69
64 H 1.45 4.53 -1.31
65 H 0.98 -2.32 -3.18
66 H 1.32 4.28 2.30
67 H -5.76 5.45 -2.10
68 H -0.57 3.42 3.58
69 H 2.72 -2.71 -4.90
70 H 4.50 -4.37 -4.48
71 H 3.70 -6.10 -0.23
72 H 2.22 -1.84 3.03
73 H 1.09 1.72 3.98
74 H 1.94 5.52 0.07
75 H -4.72 -4.47 -0.76
76 H 3.12 1.05 2.47
77 H -3.21 -4.34 -1.63
78 H 2.68 2.75 2.59
79 H 2.17 -0.09 -2.05
80 H 1.02 0.26 3.00
81 H 0.72 -1.88 2.08
82 H -3.41 2.93 1.44
83 H 1.94 -6.06 -0.17
84 H -3.52 1.01 0.74
85 H 4.42 -2.23 1.77

Summary:
<S²>: 0.7642
Relative energy (zero: lowest compared OMol25 entry of this formula, charge and spin): 4.643 eV
Total charge: +2
2S+1: 2

---

No. 5
# C35H42F4GeN6O2SSc

C35H42F4GeN6O2SSc as an isolated structure in a non-equilibrium geometry (ωB97M-V/def2-TZVPD, the OMol25 dataset).

CARTESIAN COORDINATES (ANGSTROEM)
1 Ge 1.69 0.31 -1.11
2 Sc -0.34 0.14 0.78
3 S 1.38 -1.78 1.68
4 F -0.53 -1.60 -0.90
5 F -4.26 -0.03 -4.54
6 F -0.54 -2.67 -3.40
7 F -4.19 1.19 -2.17
8 O 0.51 1.11 2.77
9 O -0.21 2.55 0.70
10 N -0.98 -3.10 1.84
11 N -3.20 0.12 2.65
12 N -2.19 0.32 -0.17
13 N -1.71 -1.96 1.54
14 N -0.36 -5.16 2.27
15 N 0.72 -4.37 2.19
16 C -1.39 -4.41 2.07
17 C -0.68 3.43 -0.34
18 C -0.18 1.42 -4.81
19 C -3.30 0.20 -2.42
20 C -3.33 -0.41 -3.66
21 C -3.26 1.16 0.37
22 C 1.10 0.44 -3.02
23 C -1.47 -1.75 -3.11
24 C 4.35 4.06 0.17
25 C 0.51 3.30 1.68
26 C 0.95 0.42 3.95
27 C 0.11 1.32 -3.46
28 C -3.11 1.36 1.88
29 C 3.35 1.93 0.69
30 C 1.48 -0.24 -5.30
31 C 4.18 2.99 1.04
32 C -2.87 0.39 4.05
33 C 3.71 4.06 -1.06
34 C 0.60 2.52 3.00
35 C -1.48 -1.18 -1.86
36 C 2.95 -1.24 -1.05
37 C 0.50 0.64 -5.73
38 C 4.76 -3.36 -1.07
39 C 1.77 -0.34 -3.95
40 C -2.80 -4.84 2.07
41 C 0.39 -3.10 1.91
42 C 2.91 2.99 -1.42
43 C -2.35 -0.16 -1.43
44 C -4.56 -0.43 2.56
45 C 2.73 1.92 -0.55
46 C -2.42 -1.38 -4.04
47 C 2.56 -2.51 -1.49
48 C 4.26 -1.05 -0.63
49 C 5.16 -2.10 -0.65
50 C 3.47 -3.55 -1.51
51 H 0.54 0.88 4.85
52 H 1.65 -4.76 2.32
53 H 4.69 2.98 1.99
54 H -0.21 2.81 3.69
55 H 0.25 0.70 -6.78
56 H -0.94 2.11 -5.15
57 H -2.99 -0.52 4.64
58 H 2.02 -0.84 -6.01
59 H -3.50 1.16 4.50
60 H -1.82 0.70 4.12
61 H -2.13 1.81 2.08
62 H 4.98 4.88 0.46
63 H 1.51 3.52 1.28
64 H -5.31 0.32 2.82
65 H 3.85 4.89 -1.73
66 H 0.59 -0.61 3.88
67 H 2.04 0.43 4.01
68 H 6.17 -1.92 -0.33
69 H -4.23 0.72 0.15
70 H -3.89 2.07 2.20
71 H -2.46 -1.82 -5.02
72 H -1.40 4.15 0.07
73 H -4.67 -1.27 3.25
74 H 1.55 2.76 3.48
75 H -2.30 -1.63 2.32
76 H 2.54 -1.03 -3.62
77 H 5.47 -4.17 -1.06
78 H -2.86 -5.90 2.30
79 H -0.01 4.25 1.88
80 H 0.16 3.97 -0.78
81 H -0.43 1.94 -2.76
82 H -3.25 2.16 -0.10
83 H -3.36 -4.29 2.83
84 H -2.36 -2.15 0.76
85 H 1.55 -2.68 -1.85
86 H -3.28 -4.67 1.11
87 H 4.59 -0.07 -0.32
88 H -4.75 -0.79 1.55
89 H 3.16 -4.52 -1.89
90 H 2.43 2.98 -2.39
91 H 3.21 1.10 1.37
92 H -1.17 2.82 -1.10

Summary:
<S²>: 0.7542
Relative energy (zero: lowest compared OMol25 entry of this formula, charge and spin): 1.058 eV
Total charge: +2
2S+1: 2